{"formula": "C42H37Br2FN7O7S4Sn", "method": "wB97M-V/def2-TZVPD", "elements": ["Sn", "S", "C", "N", "C", "C", "N", "C", "C", "C", "C", "C", "C", "C", "C", "S", "C", "C", "C", "C", "C", "C", "C", "H", "H", "H", "H", "H", "H", "H", "H", "H", "H", "H", "H", "H", "H", "H", "H", "H", "H", "C", "C", "C", "C", "C", "C", "Br", "C", "C", "Br", "C", "O", "C", "N", "H", "H", "H", "H", "H", "H", "O", "C", "O", "C", "C", "C", "C", "S", "C", "C", "H", "H", "H", "H", "H", "N", "C", "N", "S", "H", "H", "H", "H", "F", "C", "C", "N", "C", "C", "O", "O", "C", "O", "N", "C", "O", "H", "H", "H", "H"], "coordinates": [[-0.700896, 1.666363, 1.576319], [-4.356541, 0.846917, 0.690653], [-3.723816, -0.537870, 0.068105], [-3.562841, -0.778358, -1.246869], [-3.285327, -2.130648, -1.713543], [-4.001400, -3.098289, -0.806472], [-3.500437, -2.903921, 0.542862], [-3.101473, -4.099330, 1.279891], [-1.851186, -4.719448, 0.706046], [-1.913966, -5.891003, -0.039486], [-0.762607, -6.444680, -0.584158], [0.461881, -5.825481, -0.388053], [0.529305, -4.652092, 0.351120], [-0.618896, -4.100430, 0.894523], [-3.286383, -1.656630, 0.995394], [-2.576292, -1.279045, 2.434105], [-3.785561, 0.260801, -2.243307], [-2.864945, 0.109088, -3.425078], [-1.521576, -0.211651, -3.256892], [-0.693340, -0.363061, -4.356358], [-1.188557, -0.164404, -5.637974], [-2.519595, 0.179014, -5.812502], [-3.354450, 0.302821, -4.710585], [-2.212021, -2.344565, -1.705969], [-3.638078, -2.219894, -2.740928], [-3.794045, -4.123693, -1.109660], [-5.083518, -2.929865, -0.840819], [-3.929611, -4.811572, 1.239278], [-2.945745, -3.793225, 2.312690], [-2.868423, -6.386370, -0.181346], [-0.822016, -7.360869, -1.158231], [1.363618, -6.261214, -0.799193], [1.471650, -4.152167, 0.521957], [-0.545037, -3.183704, 1.460907], [-3.632889, 1.223064, -1.749987], [-4.830019, 0.229121, -2.574323], [-1.113742, -0.320458, -2.258904], [0.346467, -0.619866, -4.211493], [-0.533307, -0.270262, -6.492894], [-2.913305, 0.340868, -6.807844], [-4.399361, 0.553394, -4.850797], [2.497628, 3.256229, 0.575602], [2.004850, 3.847681, 1.854980], [2.847273, 4.663525, 2.638837], [2.368837, 5.249803, 3.770684], [1.028474, 5.040258, 4.155631], [0.427263, 5.591663, 5.309492], [1.401411, 6.786600, 6.427589], [-0.855267, 5.273629, 5.651097], [-1.594043, 4.395458, 4.853181], [-3.350159, 3.933881, 5.388062], [-1.097781, 3.824973, 3.686068], [-1.773848, 3.013970, 2.954058], [0.259415, 4.180545, 3.342477], [0.763131, 3.608791, 2.216776], [3.566843, 3.423420, 0.452953], [1.971592, 3.713784, -0.263834], [2.291919, 2.186108, 0.547305], [3.873502, 4.807937, 2.329633], [3.007522, 5.867768, 4.387454], [-1.307218, 5.695076, 6.538083], [1.517443, 3.910525, -6.506844], [1.746639, 2.919304, -5.601545], [2.583317, 2.090128, -5.843185], [0.927658, 2.952987, -4.366006], [-0.274116, 3.654928, -4.266122], [-0.994862, 3.656773, -3.090646], [-0.541857, 2.955838, -1.964062], [-1.507492, 3.058702, -0.506545], [0.642884, 2.216168, -2.083046], [1.363017, 2.223441, -3.260669], [0.899112, 4.549238, -6.131981], [-0.694079, 4.172897, -5.122575], [-1.929349, 4.197443, -3.023568], [0.979329, 1.615286, -1.250585], [2.276500, 1.650006, -3.352145], [0.111335, 0.195683, 6.110355], [0.578714, -0.013255, 4.856370], [0.180578, -1.119565, 4.249956], [1.597470, 1.132781, 4.150051], [-0.649661, -0.350173, 6.477835], [0.287757, 1.100511, 6.511022], [-0.463976, -1.754000, 4.693011], [0.546334, -1.356610, 3.317641], [4.724874, -4.566316, 2.543292], [4.565080, -3.875739, 1.401552], [4.210665, -2.584239, 1.423679], [4.077856, -1.835669, 0.281815], [3.406728, -0.547451, 0.365978], [1.922013, -0.704187, 0.737129], [1.624289, -1.726695, 1.375322], [1.176749, 0.224005, 0.365909], [4.248217, -2.403199, -0.965812], [4.093996, -1.805925, -2.007875], [4.631722, -3.732853, -0.941212], [4.791007, -4.579180, 0.154429], [5.087595, -5.745604, 0.012287], [4.033522, -2.068972, 2.357044], [3.508217, -0.039588, -0.588412], [3.877068, 0.046284, 1.153357], [4.764645, -4.152195, -1.851512]], "atomic_forces_ev_per_a": [[0.029, 0.080, 0.199], [-0.018, -0.007, -0.017], [-0.179, 0.084, -0.101], [0.206, 0.002, 0.145], [-0.025, -0.143, -0.024], [-0.026, 0.038, -0.103], [0.004, 0.115, 0.048], [0.016, 0.015, 0.097], [-0.050, -0.023, 0.000], [-0.004, -0.040, 0.029], [-0.006, -0.031, -0.025], [0.012, -0.025, 0.005], [0.039, -0.001, 0.009], [0.036, -0.018, -0.045], [0.052, -0.198, 0.132], [-0.015, -0.081, 0.067], [-0.020, 0.132, -0.007], [-0.027, -0.007, -0.067], [0.035, 0.138, 0.007], [0.017, 0.050, -0.001], [0.029, -0.009, -0.018], [-0.013, -0.002, -0.022], [0.001, -0.023, -0.013], [-0.034, -0.008, -0.026], [-0.011, 0.001, 0.031], [0.020, 0.022, 0.019], [0.004, -0.033, -0.010], [-0.017, 0.015, -0.006], [-0.029, -0.054, -0.018], [-0.033, -0.003, -0.008], [-0.012, -0.004, 0.002], [0.010, 0.010, -0.013], [0.073, 0.065, 0.003], [0.007, 0.121, 0.015], [0.032, -0.033, 0.013], [-0.007, 0.035, 0.006], [0.024, -0.018, 0.051], [0.069, 0.024, 0.011], [0.006, 0.006, -0.004], [-0.007, 0.006, -0.013], [-0.034, 0.006, 0.002], [-0.002, -0.011, 0.029], [0.011, 0.030, -0.066], [-0.013, 0.048, 0.023], [0.004, 0.012, -0.007], [0.002, -0.034, -0.046], [-0.051, 0.046, 0.128], [-0.009, -0.026, -0.019], [0.121, 0.065, -0.007], [-0.112, -0.084, -0.039], [0.016, 0.025, 0.008], [0.067, 0.140, 0.157], [0.001, -0.194, -0.393], [-0.002, 0.037, 0.062], [-0.067, -0.162, 0.086], [0.002, -0.003, -0.013], [0.004, -0.008, -0.024], [-0.012, -0.047, -0.035], [-0.003, 0.011, -0.016], [-0.010, 0.011, -0.014], [-0.001, -0.010, -0.002], [-0.008, 0.017, -0.017], [0.053, -0.100, -0.053], [-0.072, 0.088, 0.002], [-0.013, -0.009, 0.066], [0.026, -0.050, -0.062], [-0.025, -0.018, 0.079], [0.080, -0.095, -0.001], [-0.114, 0.131, 0.035], [-0.098, 0.043, 0.021], [-0.014, 0.008, -0.105], [0.040, -0.037, 0.003], [-0.006, 0.033, -0.003], [-0.024, 0.026, -0.017], [0.049, -0.042, 0.002], [0.023, -0.027, 0.022], [-0.010, -0.064, 0.086], [0.191, 0.745, 0.160], [0.246, -0.647, -0.801], [0.031, -0.274, 0.020], [-0.028, 0.040, -0.009], [-0.048, -0.021, -0.052], [0.019, -0.001, -0.126], [-0.186, 0.219, 0.384], [-0.005, -0.023, -0.002], [0.027, 0.075, -0.003], [0.079, -0.119, 0.051], [0.039, -0.118, -0.039], [0.040, 0.154, -0.001], [0.076, -0.338, 0.041], [-0.308, -0.178, 0.370], [-0.154, 0.470, -0.204], [0.011, 0.011, 0.131], [-0.048, 0.045, -0.130], [0.017, -0.077, -0.053], [-0.041, 0.160, -0.015], [0.032, -0.110, 0.028], [-0.060, -0.013, -0.039], [0.056, -0.021, 0.045], [0.040, 0.044, -0.047], [-0.013, 0.025, 0.068]], "total_energy_ha": -9587.93680, "max_force_ev_per_a": 1.06, "homo_lumo_gap_ev": 6.6, "charge": -1, "homo_ev": -4.98}